(1)
{"formula": "C4H10IN2S", "method": "wB97M-V/def2-TZVPD", "elements": ["H", "C", "N", "C", "H", "C", "H", "H", "H", "I", "H", "H", "S", "H", "N", "C", "H", "H"], "coordinates": [[1.11542, 1.86463, -0.75754], [-1.40725, -0.37252, -0.13854], [-0.84650, -1.05975, -1.19352], [-0.70134, 1.01074, 0.07953], [1.16043, 0.30507, -0.71458], [-0.55916, -0.01284, 1.12083], [-1.05475, -0.57532, -2.03050], [-1.76804, 2.98845, -0.80188], [-1.25062, -1.97046, -1.40644], [-3.60284, -0.22090, -0.09526], [-1.18073, 0.25005, 1.99145], [0.29354, 1.09047, -1.99705], [-1.17455, 2.63000, 0.36076], [1.26410, -1.20196, 0.65948], [0.56725, 1.06483, -1.04323], [0.69668, -0.83723, 1.50651], [1.33487, -0.25373, 2.27584], [0.37058, -1.70757, 2.11208]], "lowdin_charge": [0.13, -0.81, 0.03, -0.75, 0.12, -0.28, 0.07, -0.08, 0.12, 0.85, 0.14, 0.13, 0.87, 0.06, 0.21, -0.03, 0.12, 0.10], "energy_ev": -26217.7960, "e_lumo_ev": -3.50, "charge": 1, "homo_ev": -13.00, "homo_lumo_gap_ha": 0.3491, "relative_energy_kcal_mol": 16.5, "spin_multiplicity": 1}

(2)
{"formula": "C4H10N", "method": "wB97M-V/def2-TZVPD", "elements": ["C", "H", "H", "H", "H", "H", "H", "H", "C", "C", "N", "H", "H", "C", "H"], "coordinates": [[-0.61524, 1.60897, 1.75687], [0.93237, -0.20755, -2.53940], [-1.35934, -0.91571, -1.22324], [1.02229, -2.47498, -0.17490], [-0.78538, -2.66978, 0.45449], [-0.73050, 1.27644, -0.21988], [1.91184, -0.07809, -0.87572], [0.65656, 1.00808, -1.44389], [0.85262, -0.10713, -1.39681], [-0.29780, -0.96232, -0.83098], [-0.10181, 1.33444, 0.60018], [-1.71120, 1.84167, 1.75598], [0.67947, 0.62809, 0.67678], [0.07107, -2.12031, -0.06085], [0.03262, 1.73546, 2.57914]], "lowdin_charge": [0.19, 0.11, 0.12, 0.02, 0.09, 0.13, 0.13, 0.06, -0.18, -0.23, 0.12, 0.15, 0.14, 0.05, 0.11], "energy_ev": -5789.7984, "e_lumo_ev": -5.88, "charge": 1, "homo_ev": -13.34, "homo_lumo_gap_ha": 0.2743, "relative_energy_kcal_mol": 93.6, "spin_multiplicity": 1}

(3)
{"formula": "C4H10N", "method": "wB97M-V/def2-TZVPD", "elements": ["C", "H", "H", "H", "H", "C", "H", "H", "N", "C", "H", "H", "H", "C", "H"], "coordinates": [[0.48178, 1.04623, -0.57082], [1.42554, -1.28744, 0.18305], [0.13231, 1.53136, 1.61380], [-1.66000, -0.81348, 1.06967], [-1.28781, 1.40982, 0.71644], [-0.51639, -0.50620, 1.08498], [-0.78818, -0.27441, -1.44407], [0.07084, 1.77299, -1.29772], [0.18628, -0.34425, -1.18114], [0.33328, -1.17739, -0.08074], [1.63660, 1.23665, -0.42194], [0.61700, -0.61663, -2.07465], [-0.32597, -0.80409, 2.16367], [-0.32778, 0.96643, 0.78446], [0.02252, -2.13959, -0.54496]], "lowdin_charge": [-0.06, 0.16, 0.13, 0.15, 0.10, -0.14, 0.18, 0.13, 0.01, -0.18, 0.17, 0.21, 0.14, -0.17, 0.15], "energy_ev": -5792.6186, "e_lumo_ev": -3.55, "charge": 1, "homo_ev": -15.86, "homo_lumo_gap_ha": 0.4523, "relative_energy_kcal_mol": 28.6, "spin_multiplicity": 1}